[1]
Entry from the Open Molecules 2025 dataset: C37H71CdGe2N3O2SSi4Te as an isolated structure (wB97M-V/def2-TZVPD).

Geometry as XYZ:
```
122
C37H71CdGe2N3O2SSi4Te, DFT wB97M-V/def2-TZVPD
H -2.558 -3.227 -0.931
H 0.829 -0.309 -2.829
Si -1.234 2.194 -5.098
C 0.623 2.197 -5.383
H 0.844 1.864 -6.401
H 4.664 0.622 -3.391
C -1.439 -0.757 2.849
H -1.680 0.090 -6.321
C 2.646 -1.016 -3.760
H 1.251 2.326 -2.514
H -2.461 6.357 -4.948
S -3.802 -0.286 0.172
H -4.440 4.907 -1.094
H -1.923 4.187 -6.449
H -2.765 6.612 -1.839
H 1.131 1.524 -4.689
H 1.148 4.883 -2.025
O -0.093 0.725 1.680
H -2.796 0.238 -4.962
C -1.745 -3.006 -1.622
H 6.680 0.500 -4.798
H 2.175 3.070 -1.237
C -1.394 6.398 -4.713
C -3.150 -1.186 -2.408
H 0.365 -3.321 -1.728
H -1.642 5.767 -0.769
H -2.614 -3.086 4.977
N -1.674 -1.365 1.569
N -1.818 -1.584 -1.956
H 3.324 2.221 -3.965
Si -0.993 5.443 -3.141
H 1.338 4.837 -3.781
C -0.734 -2.488 1.387
H 7.006 -0.234 0.070
H -4.840 1.089 -2.863
H 3.617 -1.430 -3.486
C 8.061 -0.145 -1.781
H -2.459 -4.761 3.403
C -4.844 4.804 -4.328
H -4.833 1.519 -4.582
H 1.778 1.811 3.277
C -5.109 1.864 -3.581
C -1.651 -1.435 3.972
H -4.440 4.653 -5.333
C 2.121 3.321 1.760
H -5.129 -0.802 -1.703
H -3.071 -0.166 -2.774
H -3.291 -2.524 0.820
C -2.026 -3.802 3.136
H 3.604 -2.134 4.037
H -0.461 -4.405 -0.627
H 1.287 6.394 -2.941
C 6.923 -0.063 -0.996
H 4.280 2.895 -2.643
H 2.099 4.172 2.445
H 3.749 -0.379 3.984
H 1.058 3.192 -5.251
H 1.606 -1.649 -1.982
C 3.278 2.852 -3.074
H -5.950 4.027 -1.387
H -1.631 2.780 -7.481
H 2.516 -2.076 1.732
H -1.152 -1.385 -2.699
H -1.174 7.309 -1.500
H 3.017 3.859 -3.410
C 2.506 -1.207 2.400
H 0.056 -2.298 2.108
H -1.898 -3.641 -2.501
Cd -0.679 -0.008 -0.404
C -1.352 -3.822 1.785
Si -4.263 3.480 -3.123
C 1.798 -0.725 -2.518
H -3.497 -1.824 -3.232
H 1.130 3.229 1.316
H -2.068 -4.191 1.045
C -1.760 0.393 -5.274
C 3.694 -1.277 3.365
C 2.242 2.359 -2.062
H -4.448 -2.259 -1.007
H 8.878 0.005 -3.765
H 5.372 0.354 1.217
C 5.620 0.412 -2.937
C -1.710 6.374 -1.677
H -0.848 5.999 -5.573
H -1.452 -0.918 4.904
H 2.818 -0.112 -4.346
C -4.211 -1.238 -1.310
C -4.859 3.948 -1.411
C 5.676 0.230 -1.556
H 1.571 -1.215 2.959
C -2.132 -2.821 4.042
C -3.091 -1.561 1.284
C 4.457 0.342 -0.711
C -0.679 0.554 2.809
H -1.116 -0.270 -4.685
H 0.935 -2.398 0.218
O -0.586 1.247 3.807
H -3.132 2.907 -6.553
H 4.639 -1.370 2.828
H -3.680 -1.493 2.194
C 0.870 5.384 -2.957
Ge 2.541 0.590 -1.217
H -6.195 1.985 -3.553
C -0.418 -3.368 -0.973
H 9.015 -0.373 -1.320
C 4.451 0.378 0.628
Si -1.926 3.296 -3.149
C -2.056 3.105 -6.527
H -4.549 3.199 -0.677
H -1.115 7.450 -4.601
H 2.830 3.555 0.960
H -5.936 4.808 -4.399
H 2.146 -1.737 -4.414
Te -1.207 2.547 -0.842
C 7.987 0.063 -3.153
H -0.549 -4.567 1.818
C 2.504 2.036 2.493
Ge 2.607 0.459 1.339
N -0.069 -2.417 0.076
C 6.757 0.339 -3.729
H -4.528 5.794 -3.988
H 3.495 2.133 2.946
```

## Properties
Kohn-Sham gap   6.985 eV
Energy above the lowest of the compared OMol25 structures with the same formula, charge and spin   48.60 kcal/mol
E_tot   -7913.0178 Eh
Net charge   0


[2]
Entry from the Open Molecules 2025 dataset: a 6-piece molecular cluster, C37H73BN2O14P overall (wB97M-V/def2-TZVPD).

Geometry as XYZ:
```
128
C37H73BN2O14P, DFT wB97M-V/def2-TZVPD
C 2.382 -1.117 -3.999
H 0.055 -1.868 -1.515
C 4.165 -2.361 -5.916
H -3.679 2.476 8.454
H -3.228 -3.442 -10.193
H -0.840 1.967 -4.667
H -4.860 -9.749 -11.141
C -1.303 -4.861 -8.004
C -2.275 -3.365 -9.672
C 1.827 0.227 8.137
H -2.982 2.004 3.046
H 4.697 2.335 1.616
N -1.094 0.563 4.300
O 1.201 2.165 -3.142
C -4.208 2.616 4.640
H -3.472 0.701 4.087
H -1.385 -2.047 -11.119
H -0.583 -7.759 -9.137
H 0.579 -3.878 -7.946
H -0.284 0.286 -4.694
H -1.936 2.421 10.025
O 2.728 0.689 7.118
C 0.282 1.410 -2.972
H -4.458 5.909 6.500
O 0.396 -8.908 -11.212
H -0.915 6.185 7.964
H 2.346 0.307 9.084
H 3.570 2.928 8.139
C -2.173 3.583 7.439
C 0.468 5.290 6.544
C 0.744 -0.867 4.220
C -1.119 2.546 5.571
O -1.306 -5.955 -7.507
H 1.257 5.798 5.997
H 0.001 -1.372 3.619
H 3.444 -0.894 -3.952
P 1.131 3.612 6.936
C 0.840 1.223 5.472
H 5.623 -3.537 -4.866
C -3.115 1.728 4.092
H 2.870 3.036 5.325
H 4.116 -3.317 -3.971
C -0.703 1.074 -4.063
H 4.546 -1.391 -5.593
H -0.967 0.043 -0.308
C 4.108 4.243 2.537
O 3.272 0.655 4.831
H -3.849 -9.504 -12.576
H -2.818 -10.298 -9.797
H 2.277 2.248 1.035
H -0.830 -1.455 -2.981
C -1.351 -8.055 -9.844
H -0.206 -2.943 -10.155
H -2.183 -8.458 -9.275
B 2.350 0.821 5.842
C 4.540 -3.475 -4.963
H -4.328 2.564 5.723
O 0.178 0.807 -1.763
H -2.956 -11.353 -11.190
H -5.141 2.249 4.202
H 3.169 4.734 -0.518
H -1.678 0.756 -3.704
H -0.780 1.706 8.893
H -4.704 6.966 5.145
H 1.842 -0.207 -3.767
N 0.142 0.382 4.704
H -0.316 -3.849 -6.428
C 3.948 3.332 7.206
C 0.157 6.118 7.806
C 0.215 2.397 5.920
H -5.440 5.310 3.762
H -1.712 -1.990 -1.546
H -1.687 -7.165 -10.375
C -0.962 0.022 -1.397
H 4.583 -2.554 -6.902
O -2.084 -4.659 -9.089
C 2.820 3.656 6.216
O -3.997 3.929 4.180
C 3.326 3.974 0.244
C -2.801 -10.319 -10.888
H 4.485 4.242 7.453
C 1.909 -1.630 -5.334
O 4.288 4.980 3.472
H -1.310 3.908 8.018
C -0.738 -9.015 -10.836
C -3.875 -9.436 -11.488
H -5.720 4.408 5.228
H 2.141 -1.868 -3.247
O -1.497 -9.998 -11.377
C 4.521 2.789 2.587
H 3.645 -0.235 4.853
H 0.562 7.118 7.714
H -2.913 4.369 7.525
C -1.175 -3.008 -10.649
C 2.158 3.015 0.265
H 5.439 2.720 3.166
H 4.665 2.638 6.779
H -3.214 6.034 5.247
H -1.102 -3.768 -11.426
H -3.733 -8.390 -11.216
C -4.942 4.888 4.632
H 4.265 3.474 0.003
C -1.741 1.638 4.708
C -1.829 1.760 9.169
H 1.581 -0.817 7.970
H 1.233 3.553 0.477
H -0.764 -2.750 -7.717
H -2.396 -2.609 -8.895
H 1.003 -1.506 5.059
H -2.190 0.790 9.502
H 0.558 5.636 8.695
O -1.867 3.561 6.026
O 2.749 -2.293 -6.141
H 1.599 -0.641 3.596
C -4.284 6.006 5.431
O 0.759 -1.520 -5.682
O 3.456 4.717 1.467
H 3.744 2.234 3.109
C -0.858 -1.406 -1.892
H 4.167 -4.429 -5.336
H 0.937 0.848 8.184
H -0.376 5.266 5.868
C -2.698 2.273 8.028
H -2.860 1.504 7.274
H -1.881 0.504 -1.730
H 2.968 4.660 5.845
H 2.055 2.519 -0.700
C -0.409 -3.753 -7.505
```

## Properties
Kohn-Sham gap   6.817 eV
E_tot   -2982.5069 Eh
Net charge   +1


Q: What is the net charge in the second record?
A: +1


Q: Look up the E_tot of the second one.
A: -2982.5069 Eh